(1)
59
Properties=species:S:1:pos:R:3:mulliken_charge:R:1 method="wB97M-V/def2-TZVPD" lumo_energy_ev="-1.47 / -1.00" s2=1.1167 homo_energy_ha="-0.2716 / -0.2727" spin_multiplicity=2
Mn -0.59946 2.44141 1.01083 -0.6157
S 1.67836 2.84791 1.02628 -0.5419
P 1.51970 0.99154 0.33938 1.4225
C -0.16730 0.72603 0.42910 0.9362
P -1.70828 -0.00325 0.29805 0.7432
S -2.85813 1.55840 0.76279 -0.4770
C -1.91538 -1.50721 1.28729 0.0057
C -3.07256 -1.69829 2.05360 -0.6343
C -3.07735 -2.69119 3.00796 -0.6748
C -2.02512 -3.59233 3.08248 -0.3763
C -0.94079 -3.46351 2.20275 -0.8108
C -0.80589 -2.35758 1.39400 0.2935
C -1.95583 -0.57594 -1.42547 0.4102
C -1.88892 0.39034 -2.44256 -0.0749
C -2.12418 0.03832 -3.76424 -0.8500
C -2.25763 -1.30815 -4.09207 -0.4386
C -2.18558 -2.25147 -3.12568 -0.6924
C -2.10146 -1.89826 -1.75785 -0.1181
C 1.98755 0.80159 -1.38034 0.0533
C 1.55885 -0.32456 -2.09130 0.0623
C 1.87425 -0.49633 -3.42227 -0.6652
C 2.61080 0.48403 -4.07660 -0.4741
C 3.00627 1.63237 -3.40351 -0.6930
C 2.68044 1.79742 -2.04146 -0.4274
C 2.49377 -0.17056 1.32994 0.4077
C 3.73324 -0.64400 0.88262 -0.4979
C 4.43250 -1.55643 1.68386 -0.5323
C 3.86455 -2.00601 2.88251 -0.4675
C 2.59288 -1.56303 3.29562 -0.7262
C 1.93001 -0.58971 2.54190 -0.3155
H -3.84419 -0.94906 2.00849 0.4385
H -3.88441 -2.81616 3.69569 0.4475
H -1.98148 -4.33682 3.91078 0.3349
H -0.10321 -4.15571 2.41827 0.3389
H 0.11640 -2.19375 0.81031 0.3939
H -1.70543 1.44044 -2.16779 0.0947
H -2.09945 0.77723 -4.58072 0.3848
H -2.50991 -1.61363 -5.11884 0.3794
H -2.33908 -3.31716 -3.39947 0.3752
H -2.24163 -2.70732 -1.04188 0.3689
H 0.91321 -1.07824 -1.65710 0.2704
H 1.53023 -1.37585 -3.97806 0.4327
H 2.91022 0.27351 -5.11122 0.3629
H 3.49067 2.48181 -3.90983 0.3713
H 2.96675 2.68447 -1.47872 0.3865
H 4.11053 -0.35930 -0.10692 0.3662
H 5.38112 -1.99985 1.30884 0.3421
H 4.41520 -2.80171 3.40392 0.3382
H 2.11865 -1.99066 4.15012 0.4884
H 1.01354 -0.18848 2.90413 0.3376
S -3.22224 6.91454 1.60558 -0.4777
Sb -1.81253 7.16326 -0.02675 0.6295
S -0.73358 4.16049 -0.53248 -0.2304
S -2.74932 4.20249 -1.05039 -0.0239
S -2.88111 6.11484 -1.97994 -0.3394
F -0.51017 1.48339 3.76588 -0.2119
C -0.70067 2.64328 3.03954 0.1731
F -1.93994 3.09453 3.24060 -0.2274
H 0.01252 3.43786 3.39036 0.2243


(2)
60
Properties=species:S:1:pos:R:3:mulliken_charge:R:1 method="wB97M-V/def2-TZVPD" lumo_energy_ev=-0.35 homo_energy_ha=-0.2626
C -4.65700 -1.78000 5.02514 -0.3691
C -4.40805 -0.42715 4.73945 -0.6291
C -3.11085 -0.01522 4.43024 -0.4295
C -2.05837 -0.94002 4.39085 0.1820
C -0.63886 -0.42709 4.36746 0.9205
C 0.30576 -1.16680 3.60340 -1.4602
N 1.57646 -1.23787 4.21869 0.7049
C 2.27007 -0.07324 4.45946 0.0482
C 3.58009 -0.11547 4.89825 -0.9034
C 4.20114 -1.34469 5.11995 -0.3036
C 3.48775 -2.51678 4.85550 -0.6768
C 2.19454 -2.45281 4.38338 -0.0009
O -0.35002 0.56749 5.05142 -0.7154
C -2.32632 -2.29598 4.60698 -0.2822
C -3.62108 -2.71705 4.94096 -0.7151
H -5.66507 -2.10048 5.28884 0.3609
H -5.21810 0.30562 4.77347 0.3654
H -2.89188 1.03165 4.22491 0.4042
H -0.01485 -2.10892 3.16909 0.5755
H 1.72787 0.84786 4.28426 0.4792
H 4.06930 0.84006 5.05746 0.4576
H 5.22201 -1.37423 5.49042 0.3998
H 3.92217 -3.50049 5.02339 0.4188
H 1.58798 -3.32897 4.14679 0.4049
H -1.50326 -3.00580 4.54129 0.3334
H -3.80287 -3.77340 5.14547 0.3694
F 1.48788 0.70815 -3.41037 -0.2373
C 1.48409 0.06582 -2.21772 0.8264
F 1.36306 -1.27078 -2.44453 -0.2207
F 2.67537 0.29059 -1.61088 -0.1855
S 0.06265 0.61256 -1.18220 -0.1672
N 0.74442 1.60236 0.01836 -0.0361
S 0.31169 0.89987 1.52051 1.2862
C 1.23707 -0.57077 1.21762 1.1486
C 0.56456 -1.72583 0.79717 -0.3330
C 1.30281 -2.88824 0.62516 -0.8886
C 2.67055 -2.88913 0.90188 -0.6683
C 3.33370 -1.71203 1.23460 -0.9525
C 2.62313 -0.52178 1.34450 -0.6353
O 0.91715 1.74039 2.51088 -0.7162
O -1.09431 0.60441 1.55121 -0.6921
S 1.47775 3.28967 -0.14954 1.3995
C 2.38284 3.46638 -1.69304 0.1323
C 3.75893 3.22269 -1.69350 -0.2126
C 4.51070 3.53821 -2.82721 -0.7045
C 3.89296 4.09053 -3.95042 -0.3889
C 2.51556 4.32164 -3.94459 -0.6743
C 1.75359 4.00629 -2.81620 -0.1763
O 0.35616 4.18943 -0.13118 -0.6759
O 2.48334 3.29339 0.87958 -0.6068
H -0.52259 -1.71156 0.70464 0.5618
H 0.79635 -3.79264 0.28140 0.4605
H 3.23065 -3.82542 0.83607 0.4221
H 4.41071 -1.70573 1.41537 0.4712
H 3.10767 0.43274 1.55834 0.5628
H 4.23220 2.79329 -0.81326 0.4101
H 5.58542 3.35664 -2.82119 0.3801
H 4.48188 4.32399 -4.83934 0.3796
H 2.02673 4.75572 -4.81649 0.3884
H 0.67617 4.16892 -2.80131 0.4028


(3)
54
Properties=species:S:1:pos:R:3:mulliken_charge:R:1 method="wB97M-V/def2-TZVPD" lumo_energy_ev=-3.30 homo_energy_ha=-0.2319
C -5.07354 -0.66484 1.06448 -0.3833
C -4.80888 0.52409 1.71164 -0.7756
C -3.53062 0.79362 2.15545 -0.2551
C -2.52502 -0.12022 1.95334 -0.2832
S -0.87848 0.23492 2.57394 1.6885
C -0.13356 1.02874 1.16106 -0.9847
S 1.54324 1.63993 1.19637 1.0433
C 2.43356 0.11809 1.53380 0.1389
C 2.85791 -0.15777 2.81122 -0.0510
C 3.53982 -1.32828 3.07305 -0.3725
C 3.79533 -2.21689 2.04888 -0.5860
C 3.36763 -1.93808 0.76711 -0.5603
C 2.68822 -0.76490 0.51207 -0.5854
O 1.83674 1.98092 -0.24383 -0.7186
O 1.81604 2.58325 2.34039 -0.6519
O -1.03987 1.26302 3.66613 -0.6567
O -0.17907 -1.09036 2.75607 -0.7021
C -2.78522 -1.30350 1.30380 -0.2410
C -4.06144 -1.57895 0.85652 -0.6735
H -6.07615 -0.88776 0.73799 0.4059
H -5.60222 1.23196 1.88885 0.4195
H -3.30827 1.70463 2.68570 0.5055
H -0.58222 0.91168 0.20210 0.5070
H 2.64557 0.54788 3.59763 0.4300
H 3.86096 -1.55176 4.07744 0.4121
H 4.32459 -3.13391 2.24982 0.3871
H 3.55837 -2.63599 -0.03252 0.4029
H 2.35818 -0.52303 -0.48453 0.4100
H -1.98904 -2.01697 1.17396 0.4757
H -4.27120 -2.51384 0.36257 0.4127
F -6.05927 -0.79494 5.16825 -0.3429
C -4.78476 -0.54469 5.54564 0.4217
C -4.39815 0.73014 5.93355 -0.5594
C -3.09790 0.99402 6.27306 -0.7515
C -2.10962 -0.01584 6.25775 1.1832
C -0.79222 0.36622 6.61734 -0.6558
C 0.44573 -0.32500 6.70124 1.1213
C 1.56967 0.41923 7.12379 -0.6867
C 2.79964 -0.16765 7.28707 -0.6696
C 2.96899 -1.51539 7.03193 -0.3100
C 1.89747 -2.26926 6.58639 -1.1210
C 0.66407 -1.68900 6.41122 0.1657
C -2.53166 -1.30652 5.87057 0.0876
C -3.83604 -1.55709 5.52807 -0.9538
H -5.14656 1.50089 5.96976 0.4525
H -2.81547 1.99892 6.54110 0.3970
H -0.71009 1.41138 6.87677 0.2043
H 1.45594 1.47124 7.32279 0.3930
H 3.63693 0.41880 7.62872 0.4168
H 3.92863 -1.98085 7.18923 0.4359
H 2.03004 -3.32054 6.38655 0.4184
H -0.12766 -2.29538 6.02650 0.4151
H -1.83513 -2.11594 5.83306 0.3085
H -4.15019 -2.54786 5.25009 0.4713


The ΔE to the lowest compared entry with this formula, charge and spin results, record by record, are as follows: 18.1; 42.4; 24.8 kJ/mol.